[1]
Formula: C3H3FO3Sm
Source: the Open Molecules 2025 dataset
Level of theory: ωB97M-V with the def2-TZVPD basis set

```
11
Properties=species:S:1:pos:R:3:forces:R:3
C -0.303752 -0.877239 -0.475272 1.8 -0.7 2.3
C -0.065634 -0.066281 -1.684551 0.5 0.6 0.9
F 0.692659 -1.800815 -0.299967 -1.1 0.7 -0.5
H -1.278265 -1.384579 -0.463521 0.0 0.0 -0.5
H -0.847514 0.622706 -2.001377 0.1 0.1 -0.1
H 0.867191 -0.169906 -2.234142 0.0 -0.2 -0.3
O 1.676856 0.927873 0.326336 -1.1 -0.7 -0.3
C 0.754605 0.791680 1.089314 1.1 2.0 -0.7
O 0.412834 1.393360 2.152218 0.4 -0.6 0.0
O -0.343761 -0.065374 0.740140 -1.4 -1.3 -1.6
Sm -1.565219 0.628575 2.850822 -0.3 0.1 0.7
```
Positions in Å, forces in eV/Å.

Summary:
* DFT total energy: -1098.92452 a.u.
* E_HOMO (alpha / beta): -17.28 / -19.21 eV
* multiplicity: 7
* relative energy (zero: lowest compared OMol25 entry of this formula, charge and spin): 0.7652 eV
* total charge: +2

Atomic partial charges in e from the Löwdin method, atoms 1 to 4: -0.30, 0.55, 0.11, 0.20

---

[2]
Formula: C3H4O3
Source: the Open Molecules 2025 dataset
Level of theory: ωB97M-V with the def2-TZVPD basis set

```
10
Properties=species:S:1:pos:R:3:forces:R:3
O 0.010156 -1.145804 -0.732089 -0.1 -0.2 -0.1
C 0.176502 0.283073 -0.721036 0.0 0.2 -0.1
C 0.867062 -0.611082 0.224500 0.2 0.1 0.0
O 0.445436 -0.695047 1.536649 -0.1 -0.2 0.0
C -1.004701 1.071069 -0.250414 0.0 0.3 -0.1
O -1.238435 2.181209 -0.661836 0.1 -0.5 0.2
H -0.125131 -1.473969 1.593606 0.1 0.1 0.1
H 0.704024 0.696926 -1.578402 -0.1 0.0 0.1
H 1.929277 -0.819984 0.087941 -0.2 0.0 0.0
H -1.638260 0.573622 0.508290 0.0 0.1 -0.1
```
Positions in Å, forces in eV/Å.

Summary:
* DFT total energy: -342.37282 a.u.
* E_HOMO: -10.24 eV
* multiplicity: 1
* SMILES string: O=C[C@@H]1O[C@@H]1O
* relative energy (zero: lowest compared OMol25 entry of this formula, charge and spin): 2.2616 eV
* total charge: 0

Atomic partial charges in e from the Löwdin method, atoms 1 to 4: 0.04, -0.16, -0.36, 0.04

---

[3]
Formula: C5H9N2
Source: the Open Molecules 2025 dataset
Level of theory: ωB97M-V with the def2-TZVPD basis set

```
16
Properties=species:S:1:pos:R:3:forces:R:3
C -2.159970 -1.845875 0.239104 2.7 2.5 1.2
C 0.748663 -0.911188 0.177326 -1.7 2.3 1.3
C -1.147033 0.382026 0.474727 0.9 0.0 2.2
C 2.106541 -1.138599 -0.278149 -2.2 -2.1 -1.3
C -1.583839 1.021269 -0.763679 0.6 -2.0 -1.5
N -1.250151 -1.036695 0.388457 -3.8 -4.5 -1.0
N 0.318225 0.270234 0.547087 2.1 3.3 -0.3
H -2.072829 -2.901040 0.221878 -0.3 -1.0 -0.4
H -1.666227 0.835515 1.386109 1.0 -1.0 -0.9
H 2.298140 -2.206896 -0.220236 0.9 0.1 0.6
H 2.803273 -0.417871 -0.008757 1.6 1.0 0.7
H 1.911094 -1.081962 -1.356310 0.2 0.3 -0.4
H -0.776366 0.950891 -1.458271 0.8 0.8 -0.6
H -1.948093 1.946800 -0.579147 -0.9 3.0 0.1
H -2.298771 0.430406 -1.293072 -1.1 -0.3 0.2
H 0.850256 1.230605 0.525808 -0.7 -2.5 0.1
```
Positions in Å, forces in eV/Å.

Summary:
* DFT total energy: -304.98012 a.u.
* E_HOMO (alpha / beta): -13.31 / -13.34 eV
* multiplicity: 1
* relative energy (zero: lowest compared OMol25 entry of this formula, charge and spin): 6.8006 eV
* total charge: +1

Atomic partial charges in e from the Löwdin method, atoms 1 to 4: 0.23, -0.01, -0.34, -0.02

---

[4]
Formula: C5H5N3
Source: the Open Molecules 2025 dataset
Level of theory: ωB97M-V with the def2-TZVPD basis set

```
13
Properties=species:S:1:pos:R:3:forces:R:3
C 2.369057 -0.624235 -0.034807 1.6 -3.5 -1.3
C 1.426329 0.263762 0.223648 4.7 2.0 1.4
C 0.092271 0.064690 -0.159273 0.8 3.2 -0.4
C -2.035182 -0.204123 -0.079496 2.9 -0.9 0.6
C -0.602168 1.453272 -0.268918 -0.2 -9.3 0.0
H 3.484841 -0.531911 0.159838 -1.7 0.2 -0.1
H 2.117697 -1.701863 -0.566442 0.4 3.0 1.4
H 1.870417 1.352348 0.739148 -1.9 -3.2 -1.6
H -3.081776 -1.855563 0.176133 0.5 1.9 -0.4
H -0.172674 2.268443 -0.206504 4.2 8.0 0.2
N -0.631745 -0.942144 -0.164996 -3.0 0.5 0.1
N -3.091169 -0.794438 0.138783 -1.3 -1.0 0.4
N -1.745902 1.251762 0.042885 -7.1 -1.0 -0.2
```
Positions in Å, forces in eV/Å.

Summary:
* DFT total energy: -357.63128 a.u.
* E_HOMO: -10.08 eV
* multiplicity: 1
* SMILES string: [H]/N=C1/N=CC(C=C)=N1
* relative energy (zero: lowest compared OMol25 entry of this formula, charge and spin): 3.8460 eV
* total charge: 0

Atomic partial charges in e from the Löwdin method, atoms 1 to 4: -0.01, -0.18, -0.39, -0.36

---

[5]
Formula: C6H6O
Source: the Open Molecules 2025 dataset
Level of theory: ωB97M-V with the def2-TZVPD basis set

```
13
Properties=species:S:1:pos:R:3:forces:R:3
C 2.936552 -0.549340 0.529794 -0.9 0.0 -0.1
C 1.751509 -0.470617 0.303085 1.3 -0.4 -0.3
C 0.399595 -0.291233 -0.053209 1.0 0.9 -2.1
C -0.532687 0.567667 0.757255 0.1 -1.3 0.3
C -1.630094 0.865463 -0.281931 0.1 -0.5 0.4
O -1.634168 -0.360117 -1.041310 -0.1 -0.3 -0.2
C -0.361755 -0.863938 -1.001961 0.2 -0.2 -0.1
H 3.983491 -0.623205 0.692135 0.0 0.0 0.1
H -0.172248 1.426223 1.365817 -0.1 -1.1 -0.3
H -2.640870 1.032437 0.105782 0.3 -0.2 0.0
H -1.408601 1.705668 -0.991450 0.3 -0.4 0.7
H -0.232887 -1.811869 -1.504905 0.2 0.3 -0.3
H -0.457834 -0.627137 1.120902 -2.5 3.2 1.9
```
Positions in Å, forces in eV/Å.

Summary:
* DFT total energy: -307.28621 a.u.
* E_HOMO: -7.80 eV
* multiplicity: 1
* SMILES string: C#CC1=COCC1
* relative energy (zero: lowest compared OMol25 entry of this formula, charge and spin): 4.8225 eV
* total charge: 0

Atomic partial charges in e from the Löwdin method, atoms 1 to 4: 0.13, -0.10, -0.36, -0.08

---

[6]
Formula: C2HNO2S
Source: the Open Molecules 2025 dataset
Level of theory: ωB97M-V with the def2-TZVPD basis set

```
7
Properties=species:S:1:pos:R:3:forces:R:3
C 1.805433 -1.484872 0.625819 4.4 -0.3 5.5
C 2.819937 1.493330 -0.264308 -1.7 1.6 -2.8
N 0.982390 -1.426677 -0.115779 -3.6 0.2 -3.8
O -4.849585 -0.197073 -0.382446 0.3 -0.6 -0.1
O 2.279697 2.009452 -1.145996 1.7 -1.6 2.8
S -5.491390 1.116805 -0.257914 -0.3 0.6 0.1
H 2.453520 -1.510963 1.540621 -0.8 0.0 -1.7
```
Positions in Å, forces in eV/Å.

Summary:
* DFT total energy: -680.12220 a.u.
* E_HOMO (alpha / beta): -9.23 / -9.23 eV
* multiplicity: 1
* relative energy (zero: lowest compared OMol25 entry of this formula, charge and spin): 3.7507 eV
* total charge: 0

Atomic partial charges in e from the Löwdin method, atoms 1 to 4: -0.14, 0.00, 0.06, -0.70

---

[7]
Formula: C6H6N
Source: the Open Molecules 2025 dataset
Level of theory: ωB97M-V with the def2-TZVPD basis set

```
13
Properties=species:S:1:pos:R:3:forces:R:3
C -2.674654 -1.492830 1.676593 0.0 1.9 -0.8
C -3.480854 -2.450568 1.527260 -1.8 -2.7 0.5
C 1.040089 -0.298955 0.419108 -1.3 -1.9 -0.5
C 0.312948 -0.762657 -0.915800 0.6 1.2 1.4
C -1.840050 -0.634242 1.182194 5.6 3.4 -3.3
C -0.495772 -0.263108 0.211216 -1.3 -1.6 2.2
N -1.569375 0.737144 0.506634 -0.9 0.8 -0.1
H 1.546567 -1.167543 0.989226 -1.3 1.7 -0.7
H 1.567909 0.646061 0.430686 -0.1 0.0 -0.1
H 0.530688 -0.319182 -1.851242 -0.3 1.7 -0.6
H 0.345387 -1.768753 -1.191549 -0.3 -1.9 0.6
H -2.252208 1.148379 -0.295664 1.8 -1.4 2.1
H -1.224753 1.514410 1.149839 -0.8 -1.1 -0.8
```
Positions in Å, forces in eV/Å.

Summary:
* DFT total energy: -286.30855 a.u.
* E_HOMO (alpha / beta): -13.05 / -14.57 eV
* multiplicity: 3
* relative energy (zero: lowest compared OMol25 entry of this formula, charge and spin): 4.9874 eV
* total charge: +1

Atomic partial charges in e from the Löwdin method, atoms 1 to 4: -0.11, 0.26, 0.02, -0.02

---

[8]
Formula: C17H28ClN2O2
Source: the Open Molecules 2025 dataset
Level of theory: ωB97M-V with the def2-TZVPD basis set

```
50
Properties=species:S:1:pos:R:3:forces:R:3
C -3.008377 -3.170534 1.178464 -5.2 -6.0 -5.6
C -3.762919 -2.407657 0.092647 -2.9 -9.1 -1.3
H -4.813770 -2.497439 0.275935 -1.0 -1.8 0.1
H -3.652009 -2.738561 -0.960961 0.5 -0.8 0.4
O -3.763348 -1.170104 0.081903 -2.5 10.1 3.1
C -2.820195 -0.408002 -0.301163 1.9 4.2 -1.0
C -1.808317 -1.065504 -0.863659 6.3 3.0 -5.0
C -0.712958 -0.191524 -1.740434 -1.9 -1.0 2.9
C -0.749327 1.194025 -1.613198 -1.0 -7.2 0.1
C -1.688394 1.750703 -0.853788 -4.9 0.3 2.7
C -2.837801 1.289225 -0.232140 3.5 -8.6 -2.4
O -3.794513 1.958061 0.276601 -0.4 0.0 0.8
C -4.926482 1.183197 0.677443 3.9 8.0 13.5
H -5.462284 0.982513 0.000981 -6.9 -4.4 -9.8
H -5.507976 2.228620 0.996426 0.5 -2.8 -0.1
H -4.924363 0.625895 1.740896 0.6 0.8 -3.1
Cl -1.714392 3.357828 -0.680242 0.7 5.5 0.0
H 0.032267 1.706431 -1.912213 3.5 2.8 -1.9
C 0.552269 -0.791976 -2.384366 -4.1 -4.4 2.4
N 1.654939 -0.684173 -1.427990 1.4 -0.7 -7.1
H 2.428387 -1.018063 -2.208031 -1.4 0.6 3.6
C 1.577907 -1.347226 -0.118173 7.5 -2.8 -6.2
H 0.670461 -1.315555 0.176145 -6.2 0.6 2.6
H 1.955516 -2.436296 -0.173114 -0.8 1.4 0.3
C 2.617771 -0.500345 0.445092 1.5 -11.3 9.9
C 4.205135 -0.865317 0.424270 -2.6 0.2 -1.5
H 4.656061 -1.202721 1.378216 -0.5 1.1 -0.2
C 4.632317 0.553639 -0.287634 -2.8 -2.3 9.1
C 3.611924 1.412104 0.469955 3.5 5.2 -6.4
H 4.044597 1.647412 1.446810 -1.2 -0.3 0.1
H 3.646687 2.473706 -0.278493 -0.5 -2.7 2.8
N 2.343258 0.754592 0.291346 1.6 7.3 9.8
C 1.425108 1.456756 1.341940 -2.4 -4.9 1.7
C 1.172276 2.762899 0.992026 0.2 9.2 0.4
H 0.903448 2.977992 -0.025037 -0.6 -0.4 -0.6
H 0.408540 3.465972 1.647178 1.5 -2.6 -1.4
H 2.100410 3.485064 1.089022 -1.3 -1.6 0.0
H 0.444577 0.908236 1.473069 0.9 -0.1 -1.2
H 1.731141 1.337435 2.364667 1.5 -0.2 0.2
H 1.863228 0.828191 -0.476391 -2.9 1.3 -6.8
H 4.520116 0.262799 -1.172815 -0.6 -0.8 -7.8
H 5.508079 0.666997 0.166576 4.3 1.3 0.5
H 4.209936 -1.815387 -0.139748 0.6 0.7 -0.6
H 2.312606 -1.047765 1.747410 1.0 2.4 -2.7
H 0.508701 -0.370284 -3.365160 1.5 0.4 -0.6
H 0.369057 -2.022713 -2.494307 0.1 3.0 -0.3
H -1.623682 -2.121338 -1.080900 -0.7 0.3 0.6
H -3.133856 -4.379352 1.037416 0.1 3.3 0.7
H -3.273167 -2.765037 2.002356 -1.9 2.0 6.1
H -2.128591 -2.937419 0.975148 8.4 1.4 -1.1
```
Positions in Å, forces in eV/Å.

Summary:
* DFT total energy: -1383.87530 a.u.
* E_HOMO: -10.35 eV
* multiplicity: 1
* relative energy (zero: lowest compared OMol25 entry of this formula, charge and spin): 17.8134 eV
* total charge: +1

Atomic partial charges in e from the Löwdin method, atoms 1 to 4: 0.02, -0.37, 0.14, 0.15

---

What did the sixth record say?
Formula: C2HNO2S
Source: the Open Molecules 2025 dataset
Level of theory: ωB97M-V with the def2-TZVPD basis set

```
7
Properties=species:S:1:pos:R:3:forces:R:3
C 1.805433 -1.484872 0.625819 4.4 -0.3 5.5
C 2.819937 1.493330 -0.264308 -1.7 1.6 -2.8
N 0.982390 -1.426677 -0.115779 -3.6 0.2 -3.8
O -4.849585 -0.197073 -0.382446 0.3 -0.6 -0.1
O 2.279697 2.009452 -1.145996 1.7 -1.6 2.8
S -5.491390 1.116805 -0.257914 -0.3 0.6 0.1
H 2.453520 -1.510963 1.540621 -0.8 0.0 -1.7
```
Positions in Å, forces in eV/Å.

Summary:
* DFT total energy: -680.12220 a.u.
* E_HOMO (alpha / beta): -9.23 / -9.23 eV
* multiplicity: 1
* relative energy (zero: lowest compared OMol25 entry of this formula, charge and spin): 3.7507 eV
* total charge: 0

Atomic partial charges in e from the Löwdin method, atoms 1 to 4: -0.14, 0.00, 0.06, -0.70

---

- Which value of total charge does entry 8 give?
  +1

---

- Which of these has the lowest DFT total energy?
  C17H28ClN2O2